(1)
{"formula": "C38H107N5O18", "method": "ωB97M-V/def2-TZVPD", "homo_energy_ev": -8.67, "charge": 0, "homo_lumo_gap_ev": 9.06, "symbols": ["O", "O", "O", "O", "O", "O", "O", "O", "O", "O", "O", "O", "O", "O", "O", "O", "O", "O", "N", "N", "N", "N", "N", "C", "C", "C", "C", "C", "C", "C", "C", "C", "C", "C", "C", "C", "C", "C", "C", "C", "C", "C", "C", "C", "C", "C", "C", "C", "C", "C", "C", "C", "C", "C", "C", "C", "C", "C", "C", "C", "C", "H", "H", "H", "H", "H", "H", "H", "H", "H", "H", "H", "H", "H", "H", "H", "H", "H", "H", "H", "H", "H", "H", "H", "H", "H", "H", "H", "H", "H", "H", "H", "H", "H", "H", "H", "H", "H", "H", "H", "H", "H", "H", "H", "H", "H", "H", "H", "H", "H", "H", "H", "H", "H", "H", "H", "H", "H", "H", "H", "H", "H", "H", "H", "H", "H", "H", "H", "H", "H", "H", "H", "H", "H", "H", "H", "H", "H", "H", "H", "H", "H", "H", "H", "H", "H", "H", "H", "H", "H", "H", "H", "H", "H", "H", "H", "H", "H", "H", "H", "H", "H", "H", "H", "H", "H", "H", "H"], "xyz": [[1.875, 4.464, 1.788], [-6.484, -0.952, -6.199], [-2.889, 4.442, 0.258], [1.475, 1.789, -3.898], [2.889, 1.544, -1.495], [3.249, -1.236, -0.440], [-3.505, 2.984, -4.675], [0.969, -3.573, 3.406], [5.821, -3.578, 5.314], [0.105, -2.622, -3.275], [1.798, 1.717, 2.002], [2.739, -5.817, -1.283], [-1.132, 5.536, -1.851], [-0.343, 0.230, 1.353], [-3.235, -1.282, 4.461], [5.597, 1.289, 0.335], [-2.776, -1.500, -1.081], [-6.602, 2.083, 1.003], [-4.427, 2.383, -1.152], [1.381, -3.294, -0.900], [-4.340, -2.004, -4.319], [4.735, 3.822, 1.515], [2.924, -4.807, 5.048], [3.145, 2.736, -0.755], [0.642, -4.732, 4.167], [6.269, 0.068, 0.074], [-3.088, 4.078, -5.452], [-0.132, -2.716, 3.290], [-4.175, -1.225, -5.556], [4.142, 5.166, 1.531], [4.260, -5.351, 4.756], [-5.394, 1.330, 0.940], [2.873, 5.257, 2.375], [-3.713, -2.032, -1.996], [0.039, 5.146, -1.169], [1.924, -5.534, 4.271], [-7.559, -1.365, -6.998], [-2.881, -1.998, 0.232], [-3.284, -1.672, -3.389], [-3.395, 4.494, 1.574], [2.586, 1.491, 3.165], [-5.229, -1.437, -6.612], [-3.504, -0.265, 3.507], [-4.156, 2.105, -2.581], [1.473, -4.310, 0.144], [6.744, -3.033, 6.242], [0.215, 2.218, -3.435], [6.519, 2.298, 0.728], [5.820, 3.650, 0.563], [-1.142, 1.188, 0.674], [-3.682, 3.317, -3.297], [-6.846, 2.700, 2.253], [0.127, -2.534, -0.912], [0.142, -1.719, -2.184], [5.312, -4.827, 5.736], [-5.000, 1.166, -0.504], [2.731, -5.160, -0.041], [0.528, -2.037, -4.493], [3.761, -6.797, -1.329], [0.575, 4.704, 2.293], [3.284, -1.409, 0.982], [2.248, -1.440, 1.325], [2.225, -5.802, 3.251], [2.964, 0.800, -0.879], [4.913, 5.816, 1.951], [5.511, -0.649, -0.240], [2.635, 6.326, 2.361], [3.984, 3.152, 1.403], [4.335, -6.435, 4.848], [-3.373, 1.342, -2.567], [3.099, 3.630, -1.375], [2.441, 2.782, 0.078], [0.570, -4.932, 0.095], [-1.847, 5.573, -1.204], [-5.218, 3.015, -1.288], [6.477, 4.514, 0.655], [6.922, 2.087, 1.723], [3.037, -3.878, 4.653], [-3.011, -0.607, -3.426], [-0.713, -3.237, -0.938], [0.123, -1.888, -0.032], [4.717, -6.317, -1.115], [0.528, 4.574, 3.382], [1.301, -1.287, -4.323], [0.369, 5.850, -0.400], [-5.237, -1.792, -3.898], [0.843, 5.082, -1.904], [-5.832, 0.725, -1.063], [-0.304, -1.583, -5.035], [-4.686, -1.587, -1.753], [-0.152, 3.068, -4.012], [-3.190, 5.447, 2.058], [1.734, -6.467, 4.807], [1.626, 2.665, 1.884], [-6.327, 3.643, 2.436], [-7.797, -2.420, -6.830], [0.213, -4.521, 5.148], [-6.647, 2.034, 3.096], [-2.033, 0.680, 0.297], [3.826, -0.586, 1.450], [-7.904, 2.962, 2.279], [1.028, -2.762, -5.138], [7.016, 0.159, -0.717], [-4.616, 1.833, 1.517], [-2.681, 3.561, -2.929], [-3.349, -0.514, 2.460], [2.621, -5.908, 0.754], [-2.062, -1.699, 0.887], [1.409, -3.745, -1.810], [1.501, -3.847, 1.131], [7.589, -3.693, 6.452], [6.080, -5.608, 5.768], [3.975, 5.434, 0.481], [-2.374, -2.162, -3.746], [-0.001, 4.152, -0.713], [5.425, 3.568, -0.457], [-4.446, 4.091, -3.173], [6.261, -2.733, 7.174], [-3.847, -1.728, 0.668], [4.549, -5.021, 3.752], [3.610, -4.532, 0.126], [0.206, 5.719, 2.133], [3.573, 1.951, 3.084], [7.182, -2.150, 5.778], [-5.335, -2.518, -6.775], [-0.584, -2.478, 4.257], [-4.130, -0.162, -5.287], [6.709, -0.271, 1.017], [2.056, 1.837, 4.055], [-5.046, 1.743, -3.108], [0.332, 2.553, -2.399], [4.171, 2.653, -0.385], [-5.642, 0.329, 1.305], [-0.516, 1.406, -3.458], [-0.035, -5.378, 3.597], [0.522, 0.660, 1.481], [-2.027, 4.290, -5.292], [3.550, -7.624, -0.644], [3.772, -7.290, -2.300], [-3.211, 3.784, -6.494], [-4.477, 4.349, 1.554], [1.093, -1.175, -2.193], [7.398, 2.317, 0.073], [4.880, -4.745, 6.737], [-3.201, 3.666, -0.241], [-7.389, -1.219, -8.068], [-0.046, 3.918, 1.865], [-2.992, 3.716, 2.232], [-4.553, 0.044, 3.554], [2.801, 0.438, 3.348], [-3.800, -3.120, -1.915], [2.074, 1.689, -3.144], [-2.928, -0.864, 5.266], [3.022, 4.963, 3.418], [-4.184, 0.455, -0.664], [-3.190, -1.451, -5.971], [-2.866, 0.570, 3.804], [-8.425, -0.774, -6.704], [-0.586, 1.588, -0.176], [-3.685, 4.969, -5.241], [-2.766, -3.088, 0.226], [-0.945, -3.118, 2.670], [-1.511, 1.934, 1.385], [0.096, -1.783, 2.770], [2.529, -1.826, -0.768], [3.847, -2.292, 1.297], [-0.665, -0.986, -2.223], [-4.895, -0.995, -7.555]]}

(2)
{"formula": "BF4H22O11", "method": "ωB97M-V/def2-TZVPD", "homo_energy_ev": -7.12, "charge": -1, "homo_lumo_gap_ev": 9.46, "symbols": ["F", "F", "F", "F", "O", "O", "O", "O", "O", "O", "O", "O", "O", "O", "O", "B", "H", "H", "H", "H", "H", "H", "H", "H", "H", "H", "H", "H", "H", "H", "H", "H", "H", "H", "H", "H", "H", "H"], "xyz": [[-18.059, 33.819, -4.842], [-18.450, 31.815, -5.626], [-17.739, 31.910, -3.561], [-16.304, 32.423, -5.148], [-15.318, 33.452, -7.210], [-14.458, 31.178, -2.735], [-20.202, 30.447, -7.663], [-20.063, 30.569, -3.451], [-16.557, 31.147, -1.226], [-18.264, 28.571, -6.934], [-19.230, 33.623, -7.577], [-19.297, 36.618, -3.626], [-20.692, 33.704, -3.757], [-16.608, 28.865, -4.731], [-19.088, 32.280, -1.049], [-17.600, 32.498, -4.799], [-19.403, 31.572, -0.486], [-18.448, 33.072, -7.598], [-16.604, 29.800, -4.940], [-20.071, 31.188, -2.721], [-19.568, 31.016, -4.139], [-20.788, 30.204, -8.380], [-20.047, 31.384, -7.787], [-16.584, 28.833, -3.775], [-20.077, 37.173, -3.630], [-15.790, 32.952, -6.543], [-19.111, 36.459, -4.552], [-20.787, 34.585, -3.394], [-17.596, 28.760, -6.274], [-19.301, 33.905, -6.665], [-18.828, 29.345, -6.934], [-19.768, 33.644, -4.000], [-16.464, 31.912, -0.658], [-15.115, 31.047, -2.049], [-14.555, 33.805, -6.751], [-17.081, 31.459, -1.965], [-14.968, 31.374, -3.522], [-19.387, 33.080, -0.617]]}

(3)
{"formula": "C16H40IO2P2Si2W", "method": "ωB97M-V/def2-TZVPD", "homo_energy_ev": [-17.67, -18.20], "multiplicity": 3, "charge": 3, "s2": 2.014, "homo_lumo_gap_ev": [5.43, 5.88], "symbols": ["W", "I", "P", "P", "Si", "Si", "O", "O", "C", "C", "C", "C", "C", "C", "C", "C", "C", "C", "C", "C", "C", "C", "C", "C", "H", "H", "H", "H", "H", "H", "H", "H", "H", "H", "H", "H", "H", "H", "H", "H", "H", "H", "H", "H", "H", "H", "H", "H", "H", "H", "H", "H", "H", "H", "H", "H", "H", "H", "H", "H", "H", "H", "H", "H"], "xyz": [[-0.665, 0.591, -0.973], [-3.157, 1.194, -1.661], [-1.276, 2.140, 1.015], [-0.427, -1.540, -2.073], [3.001, 0.653, -0.833], [1.148, 2.472, -2.527], [0.049, -1.003, 1.664], [-0.794, -3.579, 1.271], [-0.416, 1.970, -3.386], [-1.734, 3.845, 0.551], [-2.663, 1.514, 2.023], [3.172, -0.342, 0.741], [1.182, 4.267, -2.007], [-0.304, -0.439, 0.657], [0.026, 2.397, 2.275], [3.581, -0.393, -2.277], [0.840, -2.628, -1.372], [-2.925, -2.276, 1.306], [1.221, 1.379, -0.988], [2.515, 2.332, -3.820], [-1.626, -2.799, 0.989], [-1.960, -2.502, -2.135], [4.132, 2.149, -0.646], [0.054, -1.419, -3.827], [0.237, 4.606, -1.570], [4.249, -0.517, 0.890], [2.259, 3.047, -4.617], [1.994, 4.469, -1.296], [0.913, -3.504, -2.033], [1.817, -2.129, -1.331], [0.329, -2.430, -4.165], [-3.219, -2.500, 2.353], [-2.033, 4.381, 1.467], [-2.923, -1.184, 1.143], [4.980, 1.833, -0.021], [4.333, -1.098, -1.892], [1.177, 2.047, -0.095], [3.639, 2.987, -0.136], [2.795, -0.975, -2.773], [-0.123, 1.746, -4.424], [4.542, 2.517, -1.593], [-0.912, 1.006, -3.027], [-2.245, -2.801, -1.117], [3.510, 2.610, -3.454], [-2.878, 2.255, 2.808], [-1.159, 2.773, -3.382], [0.572, -2.972, -0.366], [-0.796, -1.066, -4.427], [-2.768, -1.916, -2.591], [-2.387, 0.563, 2.500], [2.796, 0.204, 1.615], [0.904, -0.742, -3.986], [4.079, 0.224, -3.037], [2.586, 1.342, -4.284], [-1.761, -3.395, -2.747], [-0.401, 3.007, 3.086], [1.371, 4.869, -2.908], [-3.560, 1.368, 1.408], [-3.687, -2.690, 0.607], [-0.875, 4.357, 0.096], [0.358, 1.433, 2.682], [2.670, -1.315, 0.713], [-2.571, 3.842, -0.161], [0.889, 2.925, 1.851]]}

(4)
{"formula": "C42H63N5O12", "method": "ωB97M-V/def2-TZVPD", "homo_energy_ev": -8.00, "charge": 0, "smiles": "c1cc[nH]c1.c1cc[nH]c1.c1cc[nH]c1.c1cc[nH]c1.c1cc[nH]c1.O=C1CCCO1.O=C1CCCO1.O=C1CCCO1.O=C1CCCO1.O=C1CCCO1.CO.CO", "homo_lumo_gap_ev": 8.05, "symbols": ["O", "O", "O", "O", "O", "O", "O", "O", "O", "O", "O", "O", "N", "N", "N", "N", "N", "C", "C", "C", "C", "C", "C", "C", "C", "C", "C", "C", "C", "C", "C", "C", "C", "C", "C", "C", "C", "C", "C", "C", "C", "C", "C", "C", "C", "C", "C", "C", "C", "C", "C", "C", "C", "C", "C", "C", "C", "C", "C", "H", "H", "H", "H", "H", "H", "H", "H", "H", "H", "H", "H", "H", "H", "H", "H", "H", "H", "H", "H", "H", "H", "H", "H", "H", "H", "H", "H", "H", "H", "H", "H", "H", "H", "H", "H", "H", "H", "H", "H", "H", "H", "H", "H", "H", "H", "H", "H", "H", "H", "H", "H", "H", "H", "H", "H", "H", "H", "H", "H", "H", "H", "H"], "xyz": [[-8.240, -37.251, 22.812], [-4.026, -40.627, 6.896], [-7.421, -46.071, 10.077], [3.579, -30.757, 13.623], [-6.067, -29.714, 15.964], [2.716, -32.613, 14.496], [-6.521, -27.820, 14.750], [0.090, -36.114, 21.115], [0.680, -37.188, 22.935], [-8.345, -35.843, 21.080], [-5.190, -39.893, 16.720], [-5.071, -40.804, 14.687], [-4.370, -46.647, 20.139], [-12.236, -38.816, 12.215], [-9.349, -32.292, 10.461], [1.709, -39.319, 10.281], [-12.360, -42.720, 16.960], [-4.211, -40.637, 13.535], [-6.787, -30.653, 16.784], [-8.218, -30.344, 16.585], [-9.521, -31.191, 9.589], [-4.881, -39.821, 15.626], [1.962, -40.663, 9.986], [2.597, -31.399, 14.052], [-4.129, -38.677, 14.938], [-3.043, -46.968, 19.911], [0.814, -36.209, 22.098], [0.558, -32.061, 15.079], [1.381, -38.583, 9.154], [-6.055, -37.532, 23.113], [-13.485, -41.873, 18.632], [1.820, -35.243, 22.619], [-12.182, -42.083, 18.168], [-11.938, -39.455, 10.178], [1.842, -40.654, 8.619], [-6.889, -28.667, 15.575], [-14.374, -42.411, 17.708], [-5.061, -47.735, 20.542], [-7.395, -38.007, 23.669], [-8.267, -28.852, 16.090], [-2.891, -48.238, 20.412], [-10.941, -39.271, 12.071], [-8.038, -32.356, 10.717], [-4.406, -40.272, 5.595], [-6.221, -36.223, 22.385], [1.231, -30.829, 14.402], [1.359, -33.215, 14.708], [-7.684, -36.424, 21.971], [-12.835, -38.772, 11.033], [-7.331, -31.357, 10.050], [-4.142, -39.091, 13.494], [1.547, -39.425, 8.035], [1.560, -37.071, 23.985], [-4.205, -48.832, 20.664], [-8.258, -30.671, 9.331], [-8.684, -45.676, 10.725], [-10.657, -39.537, 10.801], [-13.637, -43.096, 16.687], [1.699, -35.592, 24.059], [-10.023, -32.918, 10.879], [0.713, -30.562, 13.480], [-7.943, -29.821, 8.745], [-9.191, -46.603, 10.993], [-3.083, -38.573, 15.227], [-11.590, -42.994, 16.367], [1.008, -33.831, 13.880], [0.843, -35.072, 24.490], [-5.649, -38.380, 22.562], [-3.256, -41.161, 13.512], [-12.804, -38.609, 13.024], [1.603, -34.180, 22.520], [-3.279, -39.050, 12.829], [1.491, -39.069, 11.235], [2.825, -35.400, 22.226], [-8.633, -30.505, 17.581], [-3.856, -39.390, 5.264], [-3.078, -40.771, 6.946], [-4.757, -40.946, 12.644], [-7.566, -33.091, 11.351], [-9.009, -28.517, 15.366], [-8.375, -28.143, 16.910], [-2.318, -46.191, 19.718], [-0.462, -32.171, 14.712], [-10.298, -39.321, 12.937], [-8.446, -45.164, 11.658], [-6.404, -30.615, 17.804], [-5.345, -37.324, 23.913], [-6.079, -47.697, 20.903], [2.105, -41.327, 10.826], [-4.671, -45.699, 19.960], [0.478, -31.803, 16.135], [-1.937, -48.744, 20.377], [-7.441, -37.659, 24.702], [-12.414, -39.747, 9.254], [-9.386, -45.097, 10.125], [2.595, -35.277, 24.594], [-6.252, -35.367, 23.060], [-7.665, -45.971, 9.154], [-13.825, -41.297, 19.480], [-4.059, -41.082, 4.953], [-4.542, -37.709, 15.221], [1.404, -33.804, 15.624], [-15.451, -42.328, 17.687], [1.163, -37.436, 24.932], [2.407, -37.729, 23.788], [-11.218, -41.640, 18.369], [-5.512, -36.021, 21.582], [-9.779, -39.825, 10.242], [-7.618, -39.072, 23.607], [-10.487, -30.916, 9.190], [-5.489, -40.236, 5.477], [1.077, -37.557, 9.294], [-4.973, -38.662, 12.935], [-13.957, -43.606, 15.791], [-8.654, -31.130, 15.968], [-6.273, -31.213, 10.215], [-6.653, -31.686, 16.465], [-13.846, -38.423, 10.886], [-4.352, -49.855, 20.979], [1.227, -39.142, 7.044], [1.139, -29.866, 14.905], [1.890, -41.568, 8.046]]}

(5)
{"formula": "C16H33F7NO4", "method": "ωB97M-V/def2-TZVPD", "homo_energy_ev": -11.79, "charge": 1, "homo_lumo_gap_ev": 8.47, "symbols": ["F", "F", "F", "F", "F", "F", "F", "O", "O", "O", "O", "N", "C", "C", "C", "C", "C", "C", "C", "C", "C", "C", "C", "C", "C", "C", "C", "C", "H", "H", "H", "H", "H", "H", "H", "H", "H", "H", "H", "H", "H", "H", "H", "H", "H", "H", "H", "H", "H", "H", "H", "H", "H", "H", "H", "H", "H", "H", "H", "H", "H"], "xyz": [[1.459, 5.194, -1.789], [1.105, 3.724, -3.431], [-0.971, 4.172, -0.346], [-1.002, 5.404, -2.189], [1.395, 2.740, 0.110], [3.047, 3.334, -1.253], [1.765, 1.593, -1.778], [4.279, -1.663, -0.413], [0.128, -1.135, 0.511], [-2.653, 0.821, -0.946], [-2.532, -4.541, 3.278], [-1.610, 3.211, -2.463], [-1.226, 1.009, -1.226], [4.554, -0.335, -0.857], [1.522, 0.055, 2.076], [0.249, -0.752, 1.884], [-0.671, 4.095, -1.724], [-4.607, -5.507, 2.536], [-3.024, 3.187, -1.915], [-3.574, -3.549, 1.348], [-3.276, 2.113, -0.760], [5.120, 0.478, 0.297], [0.248, -1.995, 2.757], [1.709, 2.879, -1.228], [5.522, -0.383, -2.028], [-1.201, 1.783, -2.648], [-3.794, -4.232, 2.690], [0.872, 3.933, -2.048], [4.419, 0.495, 1.135], [-4.400, 1.950, -0.638], [1.085, -2.653, 2.501], [-0.738, -0.006, -1.337], [5.111, -2.058, -0.122], [-4.309, -3.548, 3.370], [3.606, 0.100, -1.183], [-2.918, 2.502, 0.263], [0.322, -1.735, 3.816], [1.633, 0.376, 3.115], [5.108, -0.979, -2.845], [-3.765, 3.017, -2.756], [1.517, 0.938, 1.437], [5.739, 0.621, -2.403], [-2.049, 1.289, -3.247], [-0.262, 1.607, -3.253], [-3.241, 4.218, -1.462], [2.402, -0.533, 1.796], [-3.018, -4.201, 0.666], [-0.667, -2.573, 2.603], [5.325, 1.507, -0.008], [6.048, 0.033, 0.669], [-4.525, -3.283, 0.880], [-4.087, -6.226, 1.894], [-4.748, -5.992, 3.505], [0.893, -1.684, 0.291], [-2.067, -5.146, 2.685], [-0.830, 1.632, -0.363], [-1.693, 3.625, -3.418], [-0.620, -0.132, 2.126], [6.464, -0.857, -1.736], [-5.589, -5.300, 2.102], [-2.979, -2.640, 1.473]]}